Molecular formula: C6H14N2
Method: DFT, ωB97M-V with the def2-TZVPD basis set

Atoms and positions in Å:
C (-0.2728, 0.5380, -0.4399)
C (0.6341, 0.1956, 0.6662)
C (0.4757, 1.6388, 0.2745)
C (-1.8184, 0.3663, 0.1101)
C (-0.0782, 0.2263, -1.8918)
C (-2.2278, -1.0877, 0.2419)
N (2.0312, -0.4111, 0.2113)
N (2.7297, -0.8773, 1.3757)
H (1.9232, -1.2031, -0.4320)
H (0.2909, -0.1764, 1.6266)
H (3.6099, -1.3302, 1.1206)
H (2.9843, -0.0806, 1.9641)
H (1.3072, 2.1231, -0.2260)
H (-0.0704, 2.3014, 0.9364)
H (-2.4407, 0.8794, -0.6300)
H (-1.9698, 0.8906, 1.0588)
H (0.8528, 0.6457, -2.2845)
H (-0.0301, -0.8604, -2.0270)
H (-0.9110, 0.6144, -2.4869)
H (-2.0517, -1.6420, -0.6851)
H (-3.2957, -1.1682, 0.4720)
H (-1.6726, -1.5828, 1.0448)

Forces on the atoms, in the same order (eV/Å):
C -3.1256 0.4386 1.7650
C 3.8538 -1.3904 -1.3216
C -0.1987 0.1727 0.1662
C 1.6884 0.4561 -1.4276
C 0.3132 -0.4481 -0.0298
C -0.0778 -0.1403 -0.0147
N -1.8075 1.5013 0.1510
N 0.1326 -0.5942 1.0313
H -0.4210 0.2202 0.7386
H -0.0563 -0.1239 -0.1725
H -0.3710 0.3511 -0.2544
H -0.0878 -0.0697 -0.5465
H 0.0202 -0.2933 -0.0350
H -0.0898 -0.0848 -0.0263
H -0.1164 -0.0520 0.0669
H 0.3464 -0.0126 -0.0899
H -0.1098 -0.0340 0.1259
H -0.0946 0.0940 -0.2070
H 0.1083 -0.0358 0.1037
H -0.0050 0.0488 0.0801
H 0.1382 -0.0240 0.0097
H -0.0397 0.0204 -0.1130

The calculated total energy comes out at -9426.857 eV. For the relative energy (zero: lowest compared OMol25 entry of this formula, charge and spin), the calculation gives 253.54 kJ/mol. Its LUMO energy is 1.105 eV. The calculation puts the frontier orbital gap at 8.72 eV.

Molecular formula: C6H14N2
Method: DFT, ωB97M-V with the def2-TZVPD basis set

Atoms and positions in Å:
N (-2.1233, 1.3941, 0.4022)
C (-0.8035, 0.5813, 0.3233)
C (-0.4955, -0.4726, 1.6095)
C (1.0470, -0.5484, 1.8952)
C (1.8259, 0.4829, 2.1773)
C (-0.8864, -0.1674, -0.9794)
N (0.3575, -0.9621, -1.3635)
C (0.8807, -0.7475, -2.7984)
H (-2.9590, 0.9545, 0.6499)
H (-1.9003, 2.1038, 1.0644)
H (-0.0841, 1.4316, 0.1806)
H (-0.9282, -1.4065, 1.3487)
H (-0.9905, 0.1233, 2.4276)
H (1.3478, -1.5293, 1.6556)
H (2.7927, 0.4057, 2.5068)
H (1.4503, 1.4755, 1.9472)
H (-1.7019, -0.8136, -1.1515)
H (-0.9895, 0.5695, -1.7202)
H (1.2081, -0.7463, -0.9012)
H (0.0445, -0.2218, -3.4273)
H (1.0599, -1.7020, -3.1605)
H (1.8477, -0.2045, -2.6860)

Forces on the atoms, in the same order (eV/Å):
N 3.4366 -0.0926 -0.6481
C -1.7965 -0.4876 0.7635
C 1.2582 4.9180 -1.0354
C -2.5662 0.2623 -0.9184
C -2.2698 0.2923 -1.0834
C 3.2186 -0.4238 -0.6981
N -0.5630 0.2027 -1.5222
C -2.2713 2.0933 1.6486
H -1.1483 -1.2856 0.5765
H -0.4224 0.6594 0.5287
H -0.1004 -1.1890 0.5957
H -0.4129 -0.7415 0.1522
H 0.3275 -1.3162 -0.4410
H 1.1014 -1.1985 0.7641
H 2.3749 -0.3194 0.3301
H -0.1427 0.1463 0.7938
H -1.1994 -0.8832 0.6347
H -0.2759 1.2764 -1.1004
H 0.0016 0.5115 1.6264
H 1.9317 -0.7559 0.9639
H 0.3711 -1.6718 -1.1681
H -0.8529 0.0031 -0.7633

The calculated total energy comes out at -9426.214 eV. For the relative energy (zero: lowest compared OMol25 entry of this formula, charge and spin), the calculation gives 315.58 kJ/mol. Its LUMO energy is 1.100 eV. The calculation puts the frontier orbital gap at 9.68 eV.

Molecular formula: C6H14N2O
Method: DFT, ωB97M-V with the def2-TZVPD basis set

Atoms and positions in Å:
C (-2.0051, 0.8161, 0.7147)
C (-0.1227, -0.9167, -0.7205)
C (-1.5008, 2.0313, 0.2919)
C (-0.5583, -2.1931, -0.0353)
O (-2.9789, 0.1210, 0.1095)
H (-3.2695, 0.5811, -0.6899)
H (-1.6947, 0.3378, 1.6310)
H (0.6050, -1.1307, -1.5036)
H (-0.9188, -0.3834, -1.2355)
H (-0.0300, 1.8260, -0.1332)
H (-1.2379, 2.7252, 1.0845)
H (-2.0370, 2.5233, -0.5150)
H (-0.8895, -2.9382, -0.7657)
H (0.2805, -2.6293, 0.5101)
H (-1.3827, -2.0153, 0.6543)
C (1.0619, 0.0760, 0.2679)
C (3.3440, -0.3855, 0.0759)
N (2.1797, -0.8217, 0.2820)
N (1.1737, 1.3703, -0.2103)
H (1.6022, 1.3689, -1.1362)
H (0.6233, 0.0613, 1.2692)
H (4.1683, -1.0884, 0.1600)
H (3.5871, 0.6640, -0.1057)

Forces on the atoms, in the same order (eV/Å):
C -0.1748 1.6553 -0.4540
C 2.5861 0.8004 0.7823
C -2.2207 -0.7789 1.0873
C 0.0343 0.0503 -0.1151
O 0.4590 -0.0791 -0.0823
H 0.0253 0.0179 0.0698
H 0.0739 -0.0604 0.0619
H -0.0533 -0.3024 -0.2134
H -0.0421 0.3836 0.4660
H 3.8521 -1.4278 -0.6682
H 0.6805 -0.2433 -0.0370
H 0.1687 -0.1275 -0.2763
H -0.0622 0.0439 0.0791
H -0.0444 0.0574 0.0222
H -0.0440 -0.0691 0.0958
C -3.1307 -2.3981 -1.2282
C 0.0910 0.0889 0.1882
N 0.1553 0.1106 0.2652
N -1.9363 2.0580 0.1291
H -0.5090 0.1980 -0.0194
H 0.1388 0.0099 0.0764
H 0.0524 -0.0198 -0.1823
H -0.0998 0.0320 -0.0473

The calculated total energy comes out at -11472.709 eV. For the relative energy (zero: lowest compared OMol25 entry of this formula, charge and spin), the calculation gives 488.28 kJ/mol. Its LUMO energy is 0.635 eV. The calculation puts the frontier orbital gap at 8.45 eV.

Molecular formula: C6H14N2O
Method: DFT, ωB97M-V with the def2-TZVPD basis set

Atoms and positions in Å:
C (-0.5477, -0.5225, -0.3510)
C (2.0490, -0.4640, 0.0253)
C (-0.1604, 0.8767, 1.5591)
C (-0.6930, 0.5363, -1.4106)
C (2.6058, 0.8504, -0.4057)
N (-0.1800, -0.3963, 0.8825)
C (-2.7288, -0.6682, 0.7094)
O (-0.5573, -1.8040, -0.8252)
N (-3.1069, -1.8341, 0.8845)
H (-0.8322, -1.8144, -1.7489)
H (-2.4049, -2.5444, 0.6504)
H (-3.3745, 0.1839, 0.9756)
H (2.2833, -0.8098, 1.0240)
H (2.0247, -1.2630, -0.7056)
H (-0.8732, 0.8461, 2.3853)
H (0.8103, 1.0578, 2.0247)
H (-0.3921, 1.7534, 0.9466)
H (-1.6918, 0.4590, -1.8476)
H (0.0430, 0.3850, -2.2029)
H (-0.5761, 1.5402, -1.0144)
H (2.2760, 1.1251, -1.4102)
H (3.7078, 0.8486, -0.4204)
H (2.3190, 1.6583, 0.2751)

Forces on the atoms, in the same order (eV/Å):
C 0.3676 0.2642 1.2187
C 1.4164 -0.2091 -0.0218
C -0.0655 0.1377 -0.0746
C -0.4601 -0.1264 0.1251
C -0.0326 0.1229 0.0396
N -0.1805 -0.2512 -1.2209
C -1.1238 -0.3275 -0.0857
O -0.0545 0.1924 0.1839
N 0.3694 0.2263 0.0969
H 0.0030 0.0877 0.0474
H -0.0601 0.0318 -0.1017
H 0.1444 0.0866 -0.0180
H -0.0761 0.0795 0.0351
H -0.2065 0.0254 -0.0210
H -0.1238 -0.0536 -0.0472
H 0.0774 -0.2074 -0.1078
H -0.0302 -0.0231 -0.0448
H 0.0394 0.0534 -0.0721
H 0.0603 -0.0711 0.0825
H 0.0277 -0.0350 0.0217
H 0.0301 0.0265 0.0238
H -0.1150 -0.0328 -0.0154
H -0.0067 0.0027 -0.0434

The calculated total energy comes out at -11471.116 eV. For the relative energy (zero: lowest compared OMol25 entry of this formula, charge and spin), the calculation gives 642.01 kJ/mol. Its LUMO energy (spin up / spin down) is 0.715 / 0.511 eV. The calculation puts the frontier orbital gap (spin up / spin down) at 7.99 / 7.39 eV.

Molecular formula: C6H14N2O
Method: DFT, ωB97M-V with the def2-TZVPD basis set

Atoms and positions in Å:
C (-0.0907, 0.5120, 2.7633)
C (-0.5656, 0.5489, 0.4820)
C (-0.3417, 1.8307, 0.0658)
O (0.2373, -0.0399, 1.5114)
H (-1.5981, 0.2158, 0.5747)
H (0.5813, 0.0738, 3.5011)
H (-1.1333, 0.2898, 3.0310)
H (0.0443, 1.5992, 2.7626)
H (-1.1701, 2.4370, -0.2599)
H (0.6302, 2.2188, -0.1848)
C (-1.1528, -0.5382, -2.0218)
C (-0.0883, -0.7690, -0.9679)
N (-0.2442, -2.0144, -0.2876)
N (2.2257, 0.0109, -0.5151)
C (1.2002, -0.3707, -1.3286)
H (-1.2125, -2.2078, -0.0656)
H (0.3153, -2.0622, 0.5546)
H (3.1627, -0.0650, -0.8854)
H (2.1124, -0.1335, 0.4824)
H (1.3573, -0.0887, -2.3641)
H (-2.1425, -0.7179, -1.6029)
H (-1.0253, -1.2163, -2.8674)
H (-1.1018, 0.4866, -2.3779)

Forces on the atoms, in the same order (eV/Å):
C -0.0026 0.2544 0.3699
C -0.1046 0.1264 0.4912
C -0.3932 0.6139 0.0603
O 0.1935 0.1142 -0.8142
H -0.1138 0.0487 0.0837
H -0.0690 -0.0839 -0.0123
H 0.1164 0.0064 -0.0016
H -0.0449 -0.0977 -0.0154
H -0.2250 -0.1124 -0.2872
H 0.3612 0.0218 0.4521
C 0.3701 -0.3115 0.0775
C -0.0958 -0.6503 -0.1274
N -0.0701 -0.2266 0.1621
N 0.2293 -0.4834 0.5629
C 0.2167 0.2262 -1.0541
H 0.0225 0.1216 0.1963
H -0.1472 -0.0331 -0.0059
H -0.1475 0.0911 0.1367
H 0.0815 -0.0629 -0.2078
H -0.0574 0.3013 -0.0473
H -0.0736 0.0573 0.0156
H 0.0208 -0.0362 -0.0285
H -0.0671 0.1148 -0.0068

The calculated total energy comes out at -11472.522 eV. For the relative energy (zero: lowest compared OMol25 entry of this formula, charge and spin), the calculation gives 506.35 kJ/mol. Its LUMO energy (spin up / spin down) is 1.002 / 0.456 eV. The calculation puts the frontier orbital gap (spin up / spin down) at 7.32 / 6.66 eV.

- What is the calculated total energy in the first record?
  -9426.857 eV

- Which of these has the highest calculated total energy?
  number 2

Please write out number 1 again, unchanged.
Molecular formula: C6H14N2
Method: DFT, ωB97M-V with the def2-TZVPD basis set

Atoms and positions in Å:
C (-0.2728, 0.5380, -0.4399)
C (0.6341, 0.1956, 0.6662)
C (0.4757, 1.6388, 0.2745)
C (-1.8184, 0.3663, 0.1101)
C (-0.0782, 0.2263, -1.8918)
C (-2.2278, -1.0877, 0.2419)
N (2.0312, -0.4111, 0.2113)
N (2.7297, -0.8773, 1.3757)
H (1.9232, -1.2031, -0.4320)
H (0.2909, -0.1764, 1.6266)
H (3.6099, -1.3302, 1.1206)
H (2.9843, -0.0806, 1.9641)
H (1.3072, 2.1231, -0.2260)
H (-0.0704, 2.3014, 0.9364)
H (-2.4407, 0.8794, -0.6300)
H (-1.9698, 0.8906, 1.0588)
H (0.8528, 0.6457, -2.2845)
H (-0.0301, -0.8604, -2.0270)
H (-0.9110, 0.6144, -2.4869)
H (-2.0517, -1.6420, -0.6851)
H (-3.2957, -1.1682, 0.4720)
H (-1.6726, -1.5828, 1.0448)

Forces on the atoms, in the same order (eV/Å):
C -3.1256 0.4386 1.7650
C 3.8538 -1.3904 -1.3216
C -0.1987 0.1727 0.1662
C 1.6884 0.4561 -1.4276
C 0.3132 -0.4481 -0.0298
C -0.0778 -0.1403 -0.0147
N -1.8075 1.5013 0.1510
N 0.1326 -0.5942 1.0313
H -0.4210 0.2202 0.7386
H -0.0563 -0.1239 -0.1725
H -0.3710 0.3511 -0.2544
H -0.0878 -0.0697 -0.5465
H 0.0202 -0.2933 -0.0350
H -0.0898 -0.0848 -0.0263
H -0.1164 -0.0520 0.0669
H 0.3464 -0.0126 -0.0899
H -0.1098 -0.0340 0.1259
H -0.0946 0.0940 -0.2070
H 0.1083 -0.0358 0.1037
H -0.0050 0.0488 0.0801
H 0.1382 -0.0240 0.0097
H -0.0397 0.0204 -0.1130

The calculated total energy comes out at -9426.857 eV. For the relative energy (zero: lowest compared OMol25 entry of this formula, charge and spin), the calculation gives 253.54 kJ/mol. Its LUMO energy is 1.105 eV. The calculation puts the frontier orbital gap at 8.72 eV.